{"formula": "C2H3F3O", "method": "the ωB97M-V functional and the def2-TZVPD basis", "species": ["C", "C", "O", "F", "F", "F", "H", "H", "H"], "xyz": [[0.189, -0.186, 0.865], [-0.310, 0.767, -0.794], [-0.440, -1.340, 0.936], [-0.588, 2.050, -0.549], [0.845, 0.820, -1.584], [0.133, -2.283, 0.046], [1.328, -0.430, 0.730], [-0.262, 0.545, 1.664], [-0.895, 0.057, -1.313]], "mulliken_charge": [-0.33, 0.27, -0.12, -0.23, -0.28, -0.14, 0.29, 0.28, 0.26], "orbital_gap_ev": 10.26, "molar_mass_da": 100.04, "de_lowest_kj_mol": 572.3}